Formula: C4H6N
Source: the OMol25 dataset
Level of theory: ωB97M-V/def2-TZVPD

Output
- Highest occupied orbital energy (spin up / spin down): -12.70 / -16.65 eV
- E_tot: -210.284812 Ha
- Molecular weight: 68.099 g mol⁻¹
- Charge: +1
- 2S+1: 3
- Orbital gap (spin up / spin down): 9.256 / 7.783 eV
- Relative energy (zero: lowest compared OMol25 entry of this formula, charge and spin): 87.7 kJ/mol
- F_max: 8.8 eV/A

Element x y z (Å)
C1 0.461 -0.386 -1.311
C2 -0.283 0.333 -0.350
C3 -0.899 1.425 -0.012
C4 0.260 -0.496 0.700
N1 0.856 -1.257 -0.387
H1 0.513 -0.156 -2.368
H2 -1.371 1.683 0.885
H3 -1.269 2.004 -0.846
H4 1.004 0.096 1.214
H5 -0.192 -1.082 1.490
H6 1.199 -2.165 -0.518